Record 1
2 unconnected molecules or ions with the total composition C7H7ClIN, computed with ωB97M-V with the def2-TZVPD basis set.

Calculated values
Total charge: 0
Maximum force: 3.904 eV/Å
E_tot: -1083.33842 Ha

CARTESIAN COORDINATES (ANGSTROEM)
I  3.786  -0.371  0.125
Cl  -0.454  -3.155  0.739
N  0.318  2.142  0.050
C  0.511  -3.034  -1.903
C  1.945  0.622  0.027
C  0.000  -2.628  -0.766
C  -1.532  1.030  -1.124
C  1.662  1.961  0.301
C  -0.234  1.000  -0.471
C  0.778  0.073  -0.424
H  0.900  -3.994  -2.066
H  -0.190  3.052  -0.071
H  -2.075  0.178  -0.774
H  -1.711  1.171  -2.192
H  -2.112  1.881  -0.676
H  0.724  -2.365  -2.676
H  2.247  2.630  0.885

natural (NBO) atomic charge list, values in e, 8 entries: number 1, I, carries 0.154; number 2, Cl, carries 0.125; number 3, N, carries -0.493; number 4, C, carries -0.500; number 5, C, carries -0.338; number 6, C, carries 0.030; number 7, C, carries -0.638; number 8, C, carries -0.111

---

Record 2
A single C4H11NO2 molecule, computed with ωB97M-V with the def2-TZVPD basis set.

Calculated values
Total charge: 0
Maximum force: 4.070 eV/Å
Structure (SMILES): C[C@H](O)[C@@H](C)NO
E_tot: -364.15881 Ha

CARTESIAN COORDINATES (ANGSTROEM)
O  -0.031  1.267  1.701
O  -0.340  -1.556  1.377
N  1.229  0.715  1.201
C  -0.098  -1.188  0.045
C  0.624  1.044  -1.208
C  -1.516  -0.819  -0.668
C  0.866  -0.051  -0.182
H  0.260  -2.080  -0.479
H  1.468  1.740  -1.219
H  -1.448  -0.601  -1.736
H  -2.153  -1.704  -0.578
H  1.469  0.019  1.915
H  0.161  2.223  1.729
H  1.827  -0.516  -0.431
H  -2.004  -0.017  -0.111
H  -0.270  1.634  -0.987
H  0.564  0.620  -2.215
H  -0.609  -0.729  1.846

natural (NBO) atomic charge list, values in e, 8 entries: number 1, O, carries -0.647; number 2, O, carries -0.712; number 3, N, carries -0.339; number 4, C, carries 0.087; number 5, C, carries -0.628; number 6, C, carries -0.647; number 7, C, carries -0.087; number 8, H, carries 0.179